[1]
Formula: C27H26FeN7O5S4
Source: OMol25
Level of theory: ωB97M-V/def2-TZVPD

Properties
Total energy: -4660.5368 Eh
Energy relative to the best compared isomer or geometry (same formula, charge and spin): 112.4 kJ/mol
HOMO: -5.003 eV

ORCA input file:
```
! wB97M-V def2-TZVPD RIJCOSX def2/J DEFGRID3
* xyz -1 1
Fe -1.47238 -2.26493 1.14832
C 1.09170 -2.12138 5.55412
S 2.10294 -1.93476 4.07914
C 0.96193 -2.28610 2.79698
S -0.53302 -3.10894 3.07580
N 1.39278 -1.92926 1.61937
N 0.44491 -2.33791 0.69413
C 0.83285 -3.06902 -0.27128
C -0.25072 -3.79521 -0.93784
C -0.04433 -4.65073 -2.00955
C -1.10883 -5.40313 -2.46944
C -2.34451 -5.26873 -1.85311
C -2.47066 -4.38193 -0.79901
N -1.44768 -3.65990 -0.33983
H 1.74956 -1.86007 6.38298
H 0.24903 -1.43591 5.51678
H 0.74817 -3.14598 5.67338
H 1.88079 -3.25746 -0.47483
H 0.93406 -4.71242 -2.46433
H -0.97748 -6.08530 -3.29884
H -3.20275 -5.83948 -2.17834
H -3.42127 -4.22721 -0.30438
C 3.10948 4.66119 1.40294
C 2.03146 3.69825 1.81320
C 2.24171 2.32295 1.76345
C 1.23745 1.42959 2.09645
C 0.00237 1.91661 2.50008
C -0.22581 3.28341 2.58355
C 0.78691 4.16208 2.23422
S -1.28092 0.78400 2.94012
O -0.86415 0.03727 4.09375
O -2.50035 1.55560 3.03250
N -1.35223 -0.23813 1.69474
C -1.91183 0.15089 0.51562
C -2.21821 1.43057 0.01416
C -2.80074 1.51445 -1.22557
C -3.09995 0.35876 -1.95923
C -2.74710 -0.85149 -1.41583
N -2.14495 -0.94447 -0.22802
H 4.03375 4.14115 1.15844
H 3.31444 5.37770 2.20135
H 2.81209 5.21993 0.51437
H 3.20278 1.94432 1.43680
H 1.41066 0.36215 2.03934
H -1.19820 3.64188 2.89456
H 0.60521 5.23018 2.27459
H -1.99352 2.31246 0.59297
H -3.02869 2.48838 -1.63962
H -3.56575 0.40856 -2.93277
H -2.91809 -1.78458 -1.94253
N 0.09250 -0.92144 -2.67633
C 0.75932 0.29841 -2.92491
C 1.60969 0.84536 -1.96817
C 2.28479 2.02641 -2.23371
C 2.12729 2.68643 -3.44539
C 1.27084 2.14295 -4.39122
C 0.59187 0.95967 -4.13706
S 3.06485 4.17091 -3.79774
O 3.16846 4.84082 -2.50617
O 2.25958 4.87837 -4.78478
O 4.33748 3.68175 -4.30956
H -0.75637 -1.01974 -3.20971
H -0.07740 -1.08426 -1.69549
H 1.72624 0.34952 -1.00820
H 2.93686 2.46756 -1.49085
H 1.13399 2.67285 -5.32556
H -0.08464 0.54800 -4.88066
N -4.22836 -2.53332 2.40345
C -3.19304 -2.45462 1.88321
H -5.07690 -2.39351 2.90495
*
```

[2]
Formula: C4H16N2O2
Source: OMol25
Level of theory: ωB97M-V/def2-TZVPD

Properties
Total energy: -421.9262 Eh
Energy relative to the best compared isomer or geometry (same formula, charge and spin): 171.4 kJ/mol
HOMO: -9.473 eV

ORCA input file:
```
! wB97M-V def2-TZVPD RIJCOSX def2/J DEFGRID3
* xyz 0 1
N -0.59878 -1.60578 -0.42004
C -0.01097 -1.60276 0.96559
C 1.02653 -0.54705 1.25705
C 0.42535 0.77051 1.78953
C -0.89673 1.23368 1.29481
N -0.91502 1.78226 -0.05222
H -1.27728 -2.35195 -0.48152
H 0.16075 -1.75495 -1.05161
H 0.40947 -2.68235 1.17741
H -0.86109 -1.49386 1.73705
H 1.76546 -0.88789 1.88630
H 1.61367 -0.39559 0.35424
H 1.10202 1.62456 1.38489
H 0.67696 0.97069 2.80924
H -1.67966 0.41898 1.29819
H -1.43590 2.07532 1.80892
H -0.13607 2.34308 -0.19664
H -0.68184 1.06886 -0.75261
O -2.05504 0.53473 -2.42797
H -1.84171 1.45575 -2.22745
H -1.78855 -0.07088 -1.68039
O 2.70068 -0.58995 -1.56447
H 2.98193 -0.48934 -0.63700
H 3.15822 0.24972 -2.02563
*
```

[3]
Formula: C38H48CaIN5O
Source: OMol25
Level of theory: ωB97M-V/def2-TZVPD

Properties
Total energy: -2801.3154 Eh
HOMO: -6.332 eV

ORCA input file:
```
! wB97M-V def2-TZVPD RIJCOSX def2/J DEFGRID3
* xyz 0 1
Ca 0.34255 0.26132 0.18407
C 3.43393 -3.58295 -4.07845
C 4.09404 -2.88705 -2.88626
C 3.11321 -2.55854 -1.80577
C 2.87653 -3.24726 -0.65136
C 3.61049 -4.44461 -0.13576
C 4.70766 -4.05745 0.85807
C 1.80389 -2.54473 0.05548
C 1.23828 -2.89266 1.30020
C 0.21791 -2.28122 2.06653
C -0.32289 -2.72221 3.35187
C 0.07276 -3.96975 4.07736
C -0.61807 -5.21204 3.51208
C -1.27688 -1.81355 3.71468
C -1.32318 -0.79992 2.66193
C -2.13271 0.35539 2.61040
C -2.22464 1.38702 1.64751
N -1.51290 1.43542 0.50338
C -1.78308 2.56212 -0.18275
C -1.16662 2.92570 -1.40319
C -0.19374 2.27364 -2.19134
N 0.37329 1.08199 -1.90130
C 1.28409 0.74943 -2.83910
C 2.09943 -0.40552 -2.79423
C 2.18608 -1.42914 -1.82558
N 1.43643 -1.48853 -0.70353
C 1.29698 1.80856 -3.84482
C 0.38962 2.74829 -3.44446
C 0.00285 4.00373 -4.16076
C -1.27400 3.82864 -4.98474
C 2.19346 1.85062 -5.04264
C 3.59388 2.36215 -4.69691
C -2.78535 3.31120 0.57188
C -3.06276 2.58383 1.69586
C -3.99236 2.94476 2.81173
C -3.26180 3.59992 3.98592
C -3.40894 4.60030 0.13768
C -4.50055 4.39160 -0.91364
N -0.42229 -1.15055 1.72010
C -2.08973 -1.79756 4.97115
C -1.47202 -0.90237 6.04736
H 4.15813 -3.79348 -4.86660
H 2.64132 -2.96235 -4.49851
H 2.98049 -4.52507 -3.76792
H 4.58670 -1.97054 -3.22472
H 4.88627 -3.52118 -2.48166
H 4.04848 -4.99727 -0.96995
H 2.90583 -5.13059 0.34192
H 5.43643 -3.39805 0.38324
H 5.23401 -4.93556 1.23536
H 4.28578 -3.51853 1.70782
H 1.66019 -3.78648 1.74960
H -0.16264 -3.86872 5.13936
H 1.15753 -4.09794 4.02097
H -1.70195 -5.11890 3.59234
H -0.31075 -6.11328 4.04474
H -0.37917 -5.34049 2.45548
H -2.79529 0.47622 3.46232
H -1.49482 3.88080 -1.80292
H 2.78341 -0.51229 -3.63092
H 0.82043 4.32279 -4.81153
H -0.13804 4.81134 -3.43700
H -1.14224 3.05064 -5.73794
H -1.54643 4.75502 -5.49266
H -2.10786 3.52904 -4.34843
H 1.75062 2.48322 -5.81502
H 2.26733 0.85080 -5.47858
H 3.54290 3.37326 -4.28898
H 4.24101 2.38052 -5.57502
H 4.06209 1.72483 -3.94390
H -4.51206 2.04751 3.15869
H -4.76998 3.61662 2.44128
H -2.49276 2.93420 4.38090
H -3.94945 3.84725 4.79605
H -2.76662 4.51757 3.66442
H -2.63750 5.26317 -0.26455
H -3.82690 5.11742 1.00437
H -4.10046 3.88310 -1.79190
H -4.92893 5.34247 -1.23407
H -5.30370 3.77060 -0.51491
H -2.19663 -2.81486 5.35460
H -3.10294 -1.45344 4.74736
H -0.47205 -1.25134 6.30951
H -2.07977 -0.89091 6.95332
H -1.37657 0.12311 5.68670
N 3.82914 2.58537 1.97780
C 3.10964 1.87233 1.09931
O 1.95261 1.53539 1.32717
C 3.74556 1.55538 -0.23161
I 5.54763 0.43203 -0.06574
H 3.41909 2.79521 2.87221
H 4.80607 2.76197 1.82208
H 3.98635 2.47321 -0.76433
H 3.07004 0.95407 -0.83088
*
```

[4]
Formula: C2H2N2O
Source: OMol25
Level of theory: ωB97M-V/def2-TZVPD

Properties
Total energy: -262.0323 Eh
Energy relative to the best compared isomer or geometry (same formula, charge and spin): 345.6 kJ/mol
HOMO: -10.003 eV

ORCA input file:
```
! wB97M-V def2-TZVPD RIJCOSX def2/J DEFGRID3
* xyz 0 1
O 0.15631 -1.21516 -0.07316
C 0.99608 -0.25987 -0.13012
N 0.67314 1.00592 -0.23509
N -0.79948 1.10411 -0.42171
C -1.25147 0.10230 0.08731
H 2.08072 -0.39835 -0.08783
H -1.85530 -0.33895 0.86059
*
```

[5]
Formula: C26H42BClN6O2Pd
Source: OMol25
Level of theory: ωB97M-V/def2-TZVPD

Properties
Total energy: -2108.0039 Eh
Energy relative to the best compared isomer or geometry (same formula, charge and spin): 83.2 kJ/mol
HOMO: 0.402 eV

ORCA input file:
```
! wB97M-V def2-TZVPD RIJCOSX def2/J DEFGRID3
* xyz -2 1
Pd 1.46032 0.75111 -0.21806
C -3.03563 -2.53596 2.21077
C -1.64634 -1.98774 2.27348
C -0.75185 -2.06532 3.32199
C 0.39191 -1.38248 2.85586
N 0.19241 -0.93078 1.63572
N -1.05412 -1.30161 1.26849
B -1.68601 -0.94036 -0.08668
N -1.95227 0.57857 -0.16616
N -1.12619 1.45958 0.43860
C -1.63134 2.66677 0.25673
C -2.81894 2.58249 -0.50073
C -2.98217 1.23531 -0.74724
C -4.05311 0.57156 -1.54760
C -0.99174 3.89415 0.87591
C 0.35801 3.55203 1.50090
C -1.93218 4.42670 1.96666
C -0.79757 4.98172 -0.18536
N -0.84693 -1.50964 -1.25533
N 0.49663 -1.37339 -1.27877
C 0.93916 -2.02637 -2.34046
C -0.13746 -2.60803 -3.03329
C -1.25644 -2.25600 -2.30621
C -2.67804 -2.61629 -2.59114
C 2.42280 -2.13660 -2.61360
C 3.02966 -0.74487 -2.79886
C 2.66703 -2.98044 -3.86651
C 3.08048 -2.81215 -1.40503
C 1.70124 -1.11861 3.57557
C 2.69908 -0.41941 2.65314
C 2.29763 -2.44868 4.04733
C 1.42827 -0.23115 4.79468
H -3.26263 -3.04043 3.15189
H -3.15315 -3.25398 1.39708
H -3.77341 -1.74696 2.05503
H -0.91442 -2.54503 4.27412
H -2.75760 -1.48921 -0.14424
H -3.46341 3.38011 -0.83427
H -4.93680 1.21145 -1.57894
H -4.33506 -0.39326 -1.12604
H -3.73167 0.40003 -2.57824
H 0.24986 2.79756 2.28190
H 0.79641 4.45784 1.93599
H 1.05274 3.14442 0.75592
H -2.10396 3.66527 2.73062
H -2.90104 4.70943 1.54521
H -1.49491 5.30757 2.44553
H -0.07652 4.68423 -0.94753
H -0.41988 5.89513 0.28512
H -1.74622 5.22387 -0.67426
H -0.11886 -3.20015 -3.93312
H -2.70168 -3.43485 -3.31290
H -3.24007 -1.78258 -3.01617
H -3.20244 -2.93518 -1.69030
H 2.69229 -0.27744 -3.72419
H 4.12293 -0.80773 -2.82191
H 2.73070 -0.10108 -1.96026
H 2.18933 -2.53148 -4.73954
H 2.28021 -3.99648 -3.74557
H 3.73962 -3.04551 -4.06723
H 2.90860 -2.21102 -0.51148
H 4.15898 -2.90541 -1.56756
H 2.66216 -3.80838 -1.23702
H 2.94892 -1.04900 1.79603
H 3.61716 -0.18812 3.20256
H 2.28916 0.50379 2.22813
H 2.49666 -3.10108 3.19575
H 1.61336 -2.97166 4.72135
H 3.23850 -2.27802 4.57865
H 1.01278 0.72707 4.47999
H 2.35474 -0.04244 5.34512
H 0.71319 -0.70467 5.47297
Cl 1.06268 1.82164 -4.83693
C 0.51695 2.09758 -3.12174
C 1.47841 3.07542 -2.37954
O 1.38825 4.27793 -2.67984
O 2.21350 2.54247 -1.51712
H 0.49741 1.11981 -2.64468
H -0.47809 2.52440 -3.22314
*
```

Q: Number 3 is which compound?
A: C38H48CaIN5O

Q: Which value of total energy does entry 4 give?
A: -262.0323 Eh